No. 1
The following is a quantum chemistry calculation of a molecular structure, C37H42FN5O6SiY, from OMol25.

CARTESIAN COORDINATES (ANGSTROEM)
Y 0.418 0.902 -0.144
C 1.961 1.104 2.749
N 2.573 1.318 1.432
C 3.157 2.680 1.333
C 2.344 3.749 0.617
C 1.022 4.113 1.262
N 0.011 3.085 1.020
C -1.209 3.482 1.119
C -2.413 2.699 1.021
C -3.640 3.374 0.926
C -4.823 2.688 0.809
C -4.791 1.286 0.798
C -3.610 0.592 0.906
C -2.381 1.281 1.018
O -1.261 0.644 1.116
C 3.692 0.372 1.223
C 3.424 -1.115 1.431
C 2.249 -1.692 0.631
N 1.987 -0.857 -0.533
C 2.486 -1.177 -1.662
C 2.419 -0.365 -2.864
C 2.715 -0.978 -4.088
C 2.632 -0.292 -5.278
C 2.272 1.060 -5.245
C 2.020 1.703 -4.056
C 2.076 1.017 -2.820
O 1.814 1.632 -1.706
H 2.711 1.128 3.553
H 1.448 0.140 2.775
H 1.212 1.871 2.938
H 4.100 2.589 0.791
H 3.412 3.021 2.347
H 2.179 3.453 -0.422
H 2.974 4.645 0.591
H 0.672 5.078 0.878
H 1.163 4.230 2.344
H -1.390 4.551 1.290
H -3.637 4.460 0.927
H -5.763 3.216 0.719
H -5.719 0.733 0.702
H -3.579 -0.491 0.905
H 4.515 0.655 1.898
H 4.040 0.535 0.201
H 3.278 -1.343 2.488
H 4.355 -1.610 1.136
H 1.352 -1.723 1.261
H 2.457 -2.724 0.329
H 3.014 -2.133 -1.756
H 2.982 -2.031 -4.085
H 2.834 -0.788 -6.218
H 2.188 1.614 -6.173
H 1.732 2.747 -4.031
C -0.879 0.305 4.346
Si -0.422 -1.525 4.140
C 1.281 -1.762 4.940
C -1.597 -2.442 5.317
N -0.369 -1.967 2.520
C -1.204 -2.691 1.763
C -2.058 -3.741 2.218
C -2.900 -4.463 1.394
C -2.969 -4.214 0.027
C -2.153 -3.211 -0.480
C -1.325 -2.512 0.362
F -0.573 -1.514 -0.250
H -0.337 0.781 5.169
H -1.948 0.407 4.553
H -0.680 0.850 3.422
H 1.263 -1.430 5.983
H 2.074 -1.209 4.434
H 1.556 -2.821 4.928
H -1.530 -1.984 6.310
H -1.345 -3.500 5.420
H -2.635 -2.369 4.987
H -2.022 -3.984 3.270
H -3.513 -5.243 1.832
H -3.624 -4.778 -0.622
H -2.145 -2.954 -1.532
O -2.062 2.822 -3.146
C -1.565 1.764 -2.792
O -1.019 1.547 -1.651
C -1.500 0.636 -3.818
C -2.001 0.885 -5.092
C -1.917 -0.067 -6.098
C -1.314 -1.288 -5.851
C -0.834 -1.527 -4.576
C -0.924 -0.598 -3.553
N -0.177 -2.815 -4.307
O 0.013 -3.563 -5.251
O 0.209 -3.037 -3.177
H -2.448 1.854 -5.268
H -2.313 0.146 -7.082
H -1.209 -2.044 -6.615
H -0.559 -0.869 -2.574

The multiplicity is 1. The total charge is -1. For the relative energy (zero: lowest compared OMol25 entry of this formula, charge and spin), the calculation gives 21.3 kcal per mole. The HOMO-LUMO gap comes out at 5.70 eV. The total energy is -2588.283918 Eh. For the LUMO energy, the calculation gives 1.9220 eV.

No. 2
The following is a quantum chemistry calculation of a molecular structure, CH6O3Si, from OMol25.

CARTESIAN COORDINATES (ANGSTROEM)
C 0.898 -0.375 1.531
O -1.472 -0.715 -1.844
O -0.818 1.648 -0.130
O -0.135 -1.080 -1.447
Si 0.448 0.680 -0.015
H 0.205 -0.243 2.441
H 0.962 -1.341 1.113
H 1.902 -0.226 1.869
H -1.976 -1.571 -1.982
H -1.353 1.674 -0.966
H 1.339 1.549 -0.572

The multiplicity is 1. For the relative energy (zero: lowest compared OMol25 entry of this formula, charge and spin), the calculation gives 171.5 kcal per mole. The HOMO-LUMO gap comes out at 9.12 eV. The total energy is -556.799193 Eh. For the LUMO energy, the calculation gives 0.6204 eV.